## a
# C2H5ClN2O2

A cluster of 2 separate species, C2H5ClN2O2 in total (the ωB97M-V functional and the def2-TZVPD basis, the Open Molecules 2025 dataset).

Its spin multiplicity is 1. The frontier orbital gap (alpha / beta) is 0.28929 / 0.30367 Ha. The value obtained for the highest occupied orbital energy (alpha / beta) is -9.62 / -9.62 eV. For the lowest unoccupied orbital energy (alpha / beta), the calculation gives -1.75 / -1.36 eV.

Geometry (Å):
C 0.546 -0.409 0.823
C -1.009 1.356 -0.839
N 0.583 0.986 0.681
N -1.971 0.869 -0.019
O -2.180 -0.346 0.177
O -2.603 1.828 0.458
Cl 2.003 1.346 -0.139
H 0.412 -0.532 1.869
H -0.461 -0.778 0.599
H 1.174 -1.076 0.324
H -0.430 0.657 -1.556
H -1.011 2.448 -0.879

## b
# C2H5ClN2O2

The molecule C2H5ClN2O2 (the ωB97M-V functional and the def2-TZVPD basis, the Open Molecules 2025 dataset).

Its spin multiplicity is 1. The frontier orbital gap is 0.36239 Ha. The value obtained for the highest occupied orbital energy is -9.29 eV. For the lowest unoccupied orbital energy, the calculation gives 0.57 eV.

Geometry (Å):
C -0.251 -0.066 0.549
C -1.349 0.756 0.019
H 1.822 -1.224 -0.570
H -0.559 -1.458 -0.930
H -1.489 1.658 0.588
H -2.310 0.191 -0.012
H 1.575 -1.073 1.620
N -0.044 -1.331 -0.052
N 0.388 0.475 1.506
O 1.255 -1.901 -0.175
O 1.564 -0.137 1.865
Cl -0.848 1.180 -1.636

What are the relative energies? In hartree: a 0.1500; b 0.0000.

## a
# C4H8O2S2

A cluster of 3 separate species, C4H8O2S2 in total (the ωB97M-V functional and the def2-TZVPD basis, the Open Molecules 2025 dataset).

Its spin multiplicity is 1. The frontier orbital gap is 0.13414 Ha. The value obtained for the highest occupied orbital energy is -8.46 eV. For the lowest unoccupied orbital energy, the calculation gives -4.81 eV.

Geometry (Å):
C 1.932 0.465 -1.807
C -0.947 -0.660 -1.853
O -0.635 -0.498 -3.031
O -1.783 -0.025 -1.123
C 1.572 0.095 -0.554
S 0.687 -1.265 1.814
S 0.175 0.695 2.287
C -1.637 0.426 2.480
H 2.899 0.137 -2.135
H 1.214 1.053 -2.410
H -0.430 -1.548 -1.268
H 2.200 -0.345 0.239
H 0.532 0.463 -0.235
H -1.891 0.032 1.463
H -1.827 -0.410 3.258
H -2.061 1.385 2.875

## b
# C4H8O2S2

The molecule C4H8O2S2 (the ωB97M-V functional and the def2-TZVPD basis, the Open Molecules 2025 dataset).

Its spin multiplicity is 1. The frontier orbital gap is 0.35740 Ha. The value obtained for the highest occupied orbital energy is -9.24 eV. For the lowest unoccupied orbital energy, the calculation gives 0.49 eV.

Geometry (Å):
C -0.411 1.524 0.301
C -0.355 0.087 -0.102
C 0.979 -0.526 -0.351
C 0.229 -0.802 0.944
H -2.384 1.589 0.504
H -0.304 2.192 -0.534
H 0.427 1.771 0.933
H -1.964 -1.386 -0.346
H 0.901 -1.331 -1.073
H 3.346 -0.539 0.162
H 0.598 -0.305 1.847
H -1.147 -2.092 1.690
O -1.588 1.868 0.975
O -0.377 -2.106 1.079
S -1.656 -0.398 -1.189
S 2.506 0.417 -0.334

What are the relative energies? In hartree: a 0.1701; b 0.0000.

## a
# C5H14

A cluster of 2 separate species, C5H14 in total (the ωB97M-V functional and the def2-TZVPD basis, the Open Molecules 2025 dataset).

Its spin multiplicity is 2. The frontier orbital gap (alpha / beta) is 0.09827 / 0.42761 Ha. Its total charge is -1. As for the expectation value of S²: 0.750. The value obtained for the highest occupied orbital energy (alpha / beta) is 1.51 / -7.40 eV. For the lowest unoccupied orbital energy (alpha / beta), the calculation gives 4.19 / 4.24 eV.

Geometry (Å):
C -1.002 -0.274 -0.801
C -2.075 -1.190 -1.244
C -1.173 1.257 -1.014
H -0.775 -0.404 0.214
H -0.025 -0.624 -1.351
H -2.593 -0.910 -2.181
H -2.052 1.576 -0.305
H -2.866 -1.383 -0.498
H -1.653 -2.132 -1.460
H -0.306 1.876 -0.733
H -1.447 1.594 -1.990
C 2.429 0.097 0.869
C 1.517 0.206 2.090
H 3.003 -0.893 0.675
H 1.864 0.073 -0.118
H 3.302 0.805 0.738
H 0.892 -0.819 2.050
H 2.009 0.078 2.959
H 0.950 1.066 2.101

## b
# C5H14

A cluster of 2 separate species, C5H14 in total (the ωB97M-V functional and the def2-TZVPD basis, the Open Molecules 2025 dataset).

Its spin multiplicity is 2. The frontier orbital gap (alpha / beta) is 0.09805 / 0.41250 Ha. Its total charge is -1. As for the expectation value of S²: 0.750. The value obtained for the highest occupied orbital energy (alpha / beta) is 1.53 / -6.92 eV. For the lowest unoccupied orbital energy (alpha / beta), the calculation gives 4.20 / 4.30 eV.

Geometry (Å):
C -0.008 -0.852 1.121
C 1.004 -0.128 1.979
C -1.167 -1.701 1.844
H -0.470 -0.087 0.271
H 0.593 -1.508 0.476
H 1.633 -0.950 2.483
H -1.920 -1.007 2.369
H -1.736 -2.325 1.153
H -0.759 -2.378 2.523
H 1.664 0.544 1.427
H 0.572 0.511 2.798
C 0.779 1.452 -2.604
C -0.589 1.055 -1.996
H 1.075 0.572 -3.271
H 0.680 2.259 -3.292
H 1.462 1.577 -1.820
H -1.211 0.507 -2.721
H -1.192 1.876 -1.691
H -0.409 0.582 -1.050

## c
# C5H14

A cluster of 2 separate species, C5H14 in total (the ωB97M-V functional and the def2-TZVPD basis, the Open Molecules 2025 dataset).

Its spin multiplicity is 2. The frontier orbital gap (alpha / beta) is 0.09528 / 0.43940 Ha. Its total charge is -1. As for the expectation value of S²: 0.750. The value obtained for the highest occupied orbital energy (alpha / beta) is 1.50 / -7.79 eV. For the lowest unoccupied orbital energy (alpha / beta), the calculation gives 4.09 / 4.16 eV.

Geometry (Å):
C -2.002 0.355 -1.138
C -3.162 0.269 -2.156
H -1.419 -0.564 -1.137
H -1.336 1.176 -1.410
H -2.315 0.456 -0.101
H -3.264 1.173 -2.752
H -4.075 0.010 -1.617
H -2.946 -0.544 -2.854
C 1.440 0.209 1.054
C 2.945 0.400 1.141
C 0.951 -1.203 1.298
H 0.911 0.920 1.655
H 1.183 0.475 0.018
H 3.534 -0.224 0.468
H 1.152 -1.880 0.466
H 1.369 -1.639 2.174
H 3.296 0.260 2.168
H 3.260 1.418 0.871
H -0.141 -1.238 1.382

## d
# C5H14

A cluster of 2 separate species, C5H14 in total (the ωB97M-V functional and the def2-TZVPD basis, the Open Molecules 2025 dataset).

Its spin multiplicity is 2. The frontier orbital gap (alpha / beta) is 0.09807 / 0.44059 Ha. Its total charge is -1. As for the expectation value of S²: 0.750. The value obtained for the highest occupied orbital energy (alpha / beta) is 1.55 / -7.58 eV. For the lowest unoccupied orbital energy (alpha / beta), the calculation gives 4.22 / 4.41 eV.

Geometry (Å):
C 0.499 0.473 -2.716
C -0.307 -0.744 -2.298
H 0.937 0.296 -3.711
H -0.009 1.431 -2.862
H 1.395 0.658 -2.118
H 0.460 -1.516 -2.134
H -1.028 -1.012 -3.062
H -0.677 -0.677 -1.283
C 0.321 0.389 2.209
C -0.816 -0.516 2.702
C 0.257 0.538 0.689
H 1.260 -0.079 2.503
H 0.218 1.377 2.666
H -0.689 -1.527 2.311
H -0.780 -0.557 3.790
H -0.746 0.803 0.366
H 0.504 -0.439 0.271
H -1.793 -0.115 2.429
H 0.992 1.216 0.249

What are the relative energies? In hartree: a 0.0367; b 0.0341; c 0.0000; d 0.0052.

## a
# C2H7NS2

A cluster of 2 separate species, C2H7NS2 in total (the ωB97M-V functional and the def2-TZVPD basis, the Open Molecules 2025 dataset).

Its spin multiplicity is 1. The frontier orbital gap is 0.30246 Ha. The value obtained for the highest occupied orbital energy is -7.95 eV. For the lowest unoccupied orbital energy, the calculation gives 0.28 eV.

Geometry (Å):
S -0.546 0.918 -1.813
S -1.581 0.054 -0.217
H 0.436 1.356 -0.998
H -1.759 -1.218 -0.663
C 1.780 -1.523 0.525
C 1.832 -0.452 1.341
N 0.889 -0.038 2.251
H 0.818 -2.008 0.389
H 2.660 -2.103 0.301
H 2.700 0.207 1.313
H -0.005 -0.474 2.369
H 1.269 0.411 3.067

## b
# C2H7NS2

A cluster of 2 separate species, C2H7NS2 in total (the ωB97M-V functional and the def2-TZVPD basis, the Open Molecules 2025 dataset).

Its spin multiplicity is 1. The frontier orbital gap is 0.30263 Ha. The value obtained for the highest occupied orbital energy is -8.23 eV. For the lowest unoccupied orbital energy, the calculation gives 0.00 eV.

Geometry (Å):
S 2.639 0.377 1.792
S 3.354 0.117 -0.175
H 3.460 1.408 1.968
H 2.941 1.345 -0.538
C -2.707 -0.044 -0.291
C -1.406 -0.191 -0.076
N -0.524 -1.098 -0.654
H -3.210 -0.687 -1.012
H -3.409 0.588 0.217
H -0.958 0.421 0.702
H -0.585 -1.234 -1.643
H 0.403 -1.002 -0.291

What are the relative energies? In hartree: a 0.0129; b 0.0000.